*1*
ORCA calculation (ωB97M-V with the def2-TZVPD basis set) on a cluster of 3 separate species, C3H9N6O3 in total.

Positions of all 21 atoms, in Å:
C (0.112, -0.137, -1.779)
C (0.392, 0.580, 2.114)
C (-2.908, -1.729, 0.876)
N (-0.976, 0.114, -2.578)
N (-0.849, 0.546, 2.080)
N (0.031, -0.104, -0.530)
N (1.161, 0.093, 0.312)
N (1.248, -0.397, -2.497)
N (1.448, 0.543, 2.907)
O (-2.511, -1.460, -0.187)
O (-3.237, -1.790, 1.940)
O (2.101, 0.952, -0.217)
H (-1.794, 0.453, -2.171)
H (-0.981, -0.136, -3.517)
H (-0.860, -0.112, -0.075)
H (-1.505, 0.501, 2.795)
H (1.377, -0.241, -3.485)
H (2.107, -0.364, -1.851)
H (1.513, 0.399, 3.872)
H (2.321, 0.460, 2.435)
H (1.808, 1.829, -0.444)

Results
HOMO   -0.4633 hartree
HOMO-LUMO gap   9.514 eV
Net charge   +1

***

*2*
ORCA calculation (ωB97M-V with the def2-TZVPD basis set) on a cluster of 3 separate species, C3H9N6O3 in total.

Positions of all 21 atoms, in Å:
C (0.530, -1.660, -0.179)
C (-1.839, 2.555, -0.273)
C (-5.607, -0.475, 0.346)
N (0.617, -2.650, -1.098)
N (-2.817, 1.992, -0.456)
N (0.897, -0.409, -0.467)
N (0.521, 0.544, 0.479)
N (-0.020, -1.877, 1.091)
N (-0.720, 3.045, -0.324)
O (-6.071, -1.491, 0.182)
O (-5.040, 0.523, 0.337)
O (1.403, 1.641, 0.375)
H (1.055, -2.264, -2.020)
H (-0.277, -3.192, -1.260)
H (1.480, -0.041, -1.140)
H (-3.776, 1.761, -0.368)
H (0.451, -2.745, 1.579)
H (0.194, -0.977, 1.476)
H (-0.501, 3.953, 0.135)
H (0.227, 2.495, -0.091)
H (2.075, 1.452, 1.020)

Results
HOMO   -0.3936 hartree
HOMO-LUMO gap   7.924 eV
Net charge   +1

***

Stability verdict: *1*, ahead by 28.9 kcal/mol

***

*1*
ORCA calculation (ωB97M-V with the def2-TZVPD basis set) on a cluster of 2 separate species, C2H5BrN in total.

Positions of all 9 atoms, in Å:
C (-0.191, 0.605, 0.715)
C (0.563, 0.314, -0.514)
N (-0.298, -0.764, 0.048)
Br (2.394, 0.272, -0.587)
H (0.442, 0.567, 1.588)
H (-1.079, 1.183, 0.639)
H (-0.736, 0.509, -2.130)
H (-0.047, -1.516, 0.596)
H (-1.048, -1.169, -0.355)

Results
HOMO (spin up / spin down)   -0.5624 / -0.5469 hartree
HOMO-LUMO gap (spin up / spin down)   8.923 / 9.203 eV
Net charge   +1

***

*2*
ORCA calculation (ωB97M-V with the def2-TZVPD basis set) on the ion C2H5BrN with charge +1.

Positions of all 9 atoms, in Å:
C (-0.905, -0.936, -0.097)
C (0.913, 0.543, 0.145)
N (-0.486, 0.518, -0.148)
Br (2.324, 0.282, -1.031)
H (-0.187, -1.529, -0.642)
H (-1.076, -1.251, 0.890)
H (1.246, 0.632, 1.146)
H (-0.735, 1.057, -0.988)
H (-1.094, 0.683, 0.726)

Results
HOMO (spin up / spin down)   -0.5123 / -0.5641 hartree
HOMO-LUMO gap (spin up / spin down)   7.891 / 9.616 eV
Net charge   +1

***

Stability verdict: *2*, ahead by 28.3 kcal/mol